Formula: C48H117InN7O18
Source: the Open Molecules 2025 dataset
Level of theory: ωB97M-V/def2-TZVPD

The geometry in XYZ format:
```
191
Properties=species:S:1:pos:R:3
In 16.406 -1.733 -0.996
C 15.356 3.185 -0.049
C 15.922 4.396 -0.477
C 17.153 4.413 -1.326
O 17.697 5.455 -1.705
C 17.719 3.177 -1.740
C 17.115 1.935 -1.356
C 15.831 1.907 -0.503
O 15.445 0.819 -0.144
O 17.669 0.854 -1.476
O 15.507 5.443 0.039
H 14.569 3.146 0.696
H 18.651 3.194 -2.295
C 11.885 8.457 2.394
C 12.914 7.348 2.379
C 12.216 6.055 1.913
O 11.184 5.746 2.822
C 10.475 4.580 2.506
N 13.986 7.714 1.453
H 12.246 9.444 2.689
H 10.995 8.183 2.959
H 11.498 8.688 1.392
H 13.290 7.142 3.383
H 12.920 5.209 1.833
H 11.864 6.171 0.876
H 11.168 3.728 2.515
H 9.823 4.607 1.629
H 9.800 4.399 3.348
H 13.579 7.938 0.540
H 14.573 6.910 1.258
C 13.435 12.270 -1.302
C 13.148 10.886 -0.709
C 13.609 9.724 -1.581
O 12.963 8.503 -1.190
C 13.306 7.416 -1.998
N 13.866 10.870 0.578
H 13.077 13.057 -0.643
H 12.884 12.413 -2.237
H 14.493 12.393 -1.534
H 12.088 10.768 -0.475
H 14.695 9.618 -1.652
H 13.198 9.913 -2.586
H 14.328 7.047 -1.828
H 13.279 7.636 -3.071
H 12.620 6.610 -1.735
H 13.759 9.948 0.997
H 14.871 10.849 0.408
C 16.939 3.615 5.127
C 16.053 3.066 4.005
C 14.729 3.804 3.929
O 14.046 3.500 5.140
C 12.772 4.117 5.137
N 16.869 3.172 2.793
H 17.806 2.970 5.279
H 16.387 3.668 6.063
H 17.348 4.587 4.845
H 15.884 1.995 4.145
H 14.154 3.478 3.051
H 14.919 4.877 3.804
H 12.413 4.209 6.164
H 12.008 3.473 4.680
H 12.738 5.093 4.652
H 17.062 4.159 2.580
H 16.346 2.901 1.960
C 9.321 -1.226 1.747
C 9.476 -0.260 2.923
C 10.754 0.550 2.711
O 11.896 -0.264 2.495
C 13.097 0.458 2.590
N 8.332 0.655 2.900
H 8.385 -1.784 1.700
H 10.113 -1.987 1.772
H 9.455 -0.775 0.758
H 9.550 -0.886 3.811
H 10.900 1.145 3.621
H 10.638 1.311 1.931
H 13.228 1.237 1.824
H 13.942 -0.193 2.353
H 13.222 0.882 3.589
H 7.472 0.155 3.054
H 8.308 1.191 2.046
C 23.610 2.929 -2.445
C 22.628 2.339 -1.417
C 22.110 3.457 -0.527
O 21.228 2.919 0.442
C 20.661 3.919 1.255
N 21.563 1.619 -2.144
H 24.472 3.295 -1.880
H 23.182 3.764 -3.001
H 23.988 2.210 -3.170
H 23.163 1.587 -0.832
H 21.649 4.271 -1.104
H 22.972 3.922 -0.030
H 19.924 4.530 0.719
H 21.382 4.578 1.746
H 20.082 3.503 2.085
H 20.700 1.819 -1.649
H 21.435 2.054 -3.063
C 19.040 7.747 1.543
C 18.780 6.294 1.887
O 17.401 6.125 2.201
H 18.797 8.407 2.376
H 18.519 8.113 0.658
H 20.113 7.905 1.391
H 19.395 6.042 2.753
H 19.180 5.651 1.094
H 16.898 6.137 1.375
C 16.386 9.744 -3.686
C 16.608 8.299 -3.317
O 17.169 8.268 -2.008
H 17.239 10.356 -3.389
H 15.490 10.152 -3.219
H 16.350 9.885 -4.768
H 17.293 7.860 -4.052
H 15.693 7.698 -3.327
H 16.998 7.415 -1.592
C 22.436 3.592 -6.394
C 21.103 2.913 -6.031
O 20.785 2.943 -4.641
H 22.526 3.579 -7.481
H 23.264 3.045 -5.950
H 22.423 4.633 -6.083
H 21.226 1.857 -6.276
H 20.275 3.308 -6.623
H 20.398 3.809 -4.417
C 11.513 2.506 -0.913
C 12.205 3.158 -2.102
O 12.772 2.179 -2.967
H 12.181 2.008 -0.208
H 10.747 1.819 -1.274
H 10.968 3.304 -0.410
H 12.960 3.892 -1.805
H 11.367 3.676 -2.582
H 13.260 2.695 -3.619
C 21.915 6.466 -3.937
C 20.662 6.458 -3.083
O 19.700 5.536 -3.646
H 22.575 5.616 -3.761
H 22.466 7.367 -3.659
H 21.709 6.490 -5.005
H 20.220 7.457 -3.057
H 20.817 6.182 -2.036
H 18.964 5.534 -3.006
C 19.820 -4.225 -0.635
O 19.213 -2.973 -0.389
C 20.131 -1.943 -0.092
C 19.635 -1.377 1.230
N 18.419 -0.579 1.035
C 17.719 -0.225 2.260
C 17.047 -1.424 2.925
O 16.024 -1.988 2.123
C 15.229 -2.840 2.921
H 20.488 -4.519 0.185
H 20.556 -4.172 -1.447
H 19.098 -5.008 -0.840
H 20.056 -1.163 -0.858
H 21.163 -2.280 0.014
H 20.425 -0.770 1.690
H 19.391 -2.270 1.805
H 18.809 0.246 0.584
H 16.925 0.475 1.987
H 18.398 0.267 2.968
H 16.675 -1.026 3.875
H 17.789 -2.196 3.149
H 14.304 -3.049 2.388
H 14.922 -2.407 3.879
H 15.736 -3.769 3.201
C 18.085 -0.497 -4.217
O 16.772 -0.844 -3.744
C 15.748 -0.281 -4.508
C 14.396 -0.871 -4.075
N 14.161 -0.545 -2.679
C 12.891 -1.137 -2.200
C 12.920 -1.147 -0.695
O 13.632 -2.228 -0.163
C 12.848 -3.376 0.157
H 18.175 0.587 -4.304
H 18.225 -0.971 -5.191
H 18.836 -0.879 -3.533
H 15.823 -0.442 -5.589
H 15.687 0.813 -4.395
H 14.565 -1.938 -4.236
H 13.621 -0.496 -4.751
H 14.049 0.465 -2.650
H 12.835 -2.149 -2.603
H 12.042 -0.555 -2.576
H 11.899 -1.017 -0.313
H 13.410 -0.252 -0.304
H 13.474 -4.178 0.540
H 12.167 -3.748 -0.610
H 12.228 -3.042 0.998
```

Properties
Total charge: +1
Kohn-Sham gap: 2.5926 eV
Highest occupied orbital energy: -10.34 eV
E_LUMO: -7.744 eV

---

Formula: C8H22F2LiN3O6S2
Source: the Open Molecules 2025 dataset
Level of theory: ωB97M-V/def2-TZVPD

The geometry in XYZ format:
```
44
Properties=species:S:1:pos:R:3
Li -0.290 0.247 -0.362
N -2.002 0.676 2.217
S -2.205 1.707 3.366
O -2.060 1.351 4.813
O -3.219 2.794 3.153
F -0.883 2.618 3.178
S -3.102 -0.448 2.885
O -4.491 -0.055 3.037
O -2.615 -1.456 3.810
F -3.172 -1.225 1.499
C 3.464 -0.026 1.164
C 3.200 -1.493 0.832
C 2.591 -2.301 2.094
O 3.443 -1.962 3.179
C 4.733 -2.626 3.179
N 2.352 -1.553 -0.339
H 4.295 -0.063 1.869
H 2.558 0.359 1.632
H 3.753 0.611 0.329
H 4.069 -1.992 0.402
H 2.540 -3.377 1.927
H 1.662 -1.766 2.292
H 5.345 -1.930 2.605
H 4.706 -3.608 2.706
H 5.080 -2.747 4.205
H 1.948 -2.473 -0.445
H 2.957 -1.477 -1.145
C -2.323 3.523 -3.344
C -1.876 2.217 -2.664
C -2.406 0.980 -3.492
O -2.293 -0.166 -2.677
C -2.494 -1.480 -3.343
N -0.423 2.114 -2.481
H -2.108 4.351 -2.668
H -3.405 3.561 -3.471
H -1.905 3.632 -4.344
H -2.367 2.195 -1.691
H -1.771 0.856 -4.369
H -3.475 1.120 -3.653
H -1.794 -1.767 -4.128
H -3.479 -1.619 -3.788
H -2.468 -2.282 -2.606
H -0.073 2.912 -1.969
H 0.006 2.070 -3.394
```

Properties
Total charge: 0
Relative energy (zero: lowest compared OMol25 entry of this formula, charge and spin): 1.0 kcal/mol
Kohn-Sham gap: 8.3365 eV
Highest occupied orbital energy: -9.13 eV
E_LUMO: -0.792 eV

---

Formula: C6H15NO2
Source: the Open Molecules 2025 dataset
Level of theory: ωB97M-V/def2-TZVPD

The geometry in XYZ format:
```
24
Properties=species:S:1:pos:R:3
C -1.021 0.684 0.279
C 1.150 -0.550 -0.119
C -1.854 -0.626 -0.244
C -1.067 1.780 -0.780
C 2.135 -1.252 0.811
C 1.898 0.188 -1.228
N 0.329 0.359 0.676
O -1.700 1.170 1.412
O -2.185 -1.445 0.862
H -1.603 0.518 2.121
H -2.901 -1.024 1.350
H 0.307 0.006 1.628
H 0.464 -1.306 -0.590
H -2.762 -0.236 -0.723
H -1.354 -1.252 -0.983
H -0.987 1.368 -1.782
H -2.009 2.318 -0.700
H -0.245 2.473 -0.620
H 2.525 -0.511 -1.774
H 1.607 -1.844 1.559
H 2.759 -0.520 1.321
H 2.779 -1.919 0.242
H 1.211 0.656 -1.921
H 2.528 0.966 -0.798
```

Properties
Structure (SMILES): CC(C)N[C@](C)(O)CO
Total charge: 0
Relative energy (zero: lowest compared OMol25 entry of this formula, charge and spin): 32.8 kcal/mol
Kohn-Sham gap: 9.4032 eV
Highest occupied orbital energy: -8.68 eV
E_LUMO: 0.723 eV

---

Formula: C43H55F5P2PdSeSi
Source: the Open Molecules 2025 dataset
Level of theory: ωB97M-V/def2-TZVPD

The geometry in XYZ format:
```
108
Properties=species:S:1:pos:R:3
Pd -0.149 0.571 0.241
C 0.432 -0.149 4.656
Si 0.119 0.330 2.824
C -1.451 1.444 2.798
C -1.534 2.455 3.760
C -2.394 3.528 3.624
C -3.156 3.660 2.475
C -3.144 2.649 1.530
C -2.351 1.524 1.705
P -2.488 0.031 0.659
C -3.617 0.517 -0.754
C -5.130 0.633 -0.557
C -5.884 -0.685 -0.708
C -5.526 -1.372 -2.021
C -4.021 -1.616 -2.097
C -3.264 -0.298 -2.007
C -3.274 -1.012 2.021
C -4.487 -0.412 2.733
C -4.614 -1.079 4.111
C -4.255 -2.572 4.056
C -4.501 -3.128 2.656
C -3.555 -2.468 1.643
C 0.462 -1.274 1.789
C -0.171 -2.488 2.039
C -0.097 -3.533 1.133
C 0.561 -3.351 -0.075
C 1.269 -2.186 -0.314
C 1.281 -1.157 0.634
P 2.477 0.257 0.649
C 2.722 0.754 -1.172
C 2.768 2.302 -1.208
C 4.156 2.874 -1.501
C 5.228 1.959 -0.932
C 5.238 0.640 -1.702
C 3.818 0.197 -2.081
C 3.994 -0.703 1.244
C 4.332 -2.013 0.536
C 5.689 -2.515 1.032
C 5.632 -2.783 2.531
C 5.197 -1.529 3.285
C 3.876 -0.975 2.745
H -0.392 -0.726 5.063
H 0.547 0.736 5.267
H 1.337 -0.737 4.753
H -0.910 2.392 4.640
H -2.456 4.276 4.400
H -3.779 4.527 2.325
H -3.764 2.747 0.652
H -3.232 1.531 -0.950
H -5.497 1.318 -1.329
H -5.360 1.079 0.413
H -6.958 -0.484 -0.676
H -5.644 -1.349 0.123
H -5.836 -0.739 -2.857
H -6.067 -2.318 -2.104
H -3.772 -2.113 -3.036
H -3.710 -2.274 -1.281
H -3.500 0.307 -2.887
H -2.179 -0.485 -2.020
H -2.455 -0.995 2.756
H -5.394 -0.590 2.156
H -4.378 0.667 2.864
H -5.639 -0.954 4.469
H -3.955 -0.575 4.821
H -4.848 -3.126 4.786
H -3.203 -2.717 4.312
H -5.542 -2.944 2.381
H -4.346 -4.208 2.646
H -4.000 -2.538 0.650
H -2.610 -3.011 1.608
H -0.703 -2.622 2.971
H -0.580 -4.477 1.345
H 0.564 -4.142 -0.812
H 1.839 -2.080 -1.228
H 1.749 0.451 -1.609
H 2.407 2.692 -0.251
H 2.089 2.664 -1.986
H 4.238 3.876 -1.072
H 4.302 2.968 -2.580
H 4.998 1.779 0.122
H 6.215 2.425 -0.986
H 5.739 -0.126 -1.107
H 5.811 0.767 -2.624
H 3.768 -0.891 -2.141
H 3.582 0.576 -3.081
H 4.829 -0.009 1.102
H 4.374 -1.886 -0.543
H 3.574 -2.767 0.758
H 6.456 -1.763 0.822
H 5.969 -3.427 0.498
H 6.612 -3.106 2.889
H 4.924 -3.593 2.724
H 5.968 -0.762 3.178
H 5.100 -1.757 4.349
H 3.619 -0.053 3.274
H 3.078 -1.699 2.925
F -0.618 7.588 0.725
C -0.585 6.367 0.176
C -0.173 5.273 0.931
F 0.188 5.441 2.210
C -0.140 4.019 0.348
F 0.328 2.969 1.070
C -0.555 3.782 -0.964
Se -0.629 2.062 -1.700
C -0.928 4.910 -1.707
F -1.267 4.742 -2.993
C -0.942 6.181 -1.159
F -1.298 7.233 -1.909
```

Properties
Total charge: 0
Relative energy (zero: lowest compared OMol25 entry of this formula, charge and spin): 81.4 kcal/mol
Kohn-Sham gap (spin up / spin down): 4.4646 / 4.9246 eV
Highest occupied orbital energy (spin up / spin down): -6.10 / -6.31 eV
E_LUMO (spin up / spin down): -1.637 / -1.388 eV

---

Formula: C34H51N4O4PS
Source: the Open Molecules 2025 dataset
Level of theory: ωB97M-V/def2-TZVPD

The geometry in XYZ format:
```
95
Properties=species:S:1:pos:R:3
C 5.680 -2.373 -0.847
C 5.623 -1.215 -1.818
O 4.379 -1.164 -2.546
C 3.290 -0.985 -1.735
O 2.619 -1.923 -1.472
C 2.921 0.394 -1.223
C 1.378 0.571 -1.389
C 0.689 0.125 -0.121
N -0.809 0.264 -0.130
C -1.381 0.205 -1.436
C -1.649 1.398 -2.107
C -2.187 1.386 -3.388
C -2.500 0.190 -4.027
C -3.071 0.132 -5.388
C -4.433 0.161 -5.639
C -4.886 0.069 -6.940
N -4.114 -0.025 -8.023
C -2.807 -0.050 -7.758
C -2.247 0.011 -6.498
C -2.247 -1.010 -3.357
C -1.693 -0.987 -2.081
S -1.379 -2.524 -1.255
C -1.691 -2.001 0.421
C -1.369 -0.693 0.777
C -1.572 -0.294 2.096
C -2.094 -1.183 3.025
C -2.434 -2.477 2.653
C -2.233 -2.909 1.340
P -2.626 -4.591 0.745
C -2.919 -5.562 2.279
C -4.302 -4.404 -0.021
C -4.327 -5.068 -1.406
H 6.611 -2.298 -0.291
H 4.867 -2.335 -0.130
H 5.646 -3.310 -1.391
H 5.752 -0.271 -1.279
H 6.409 -1.266 -2.561
H 3.174 0.379 -0.166
H 3.454 1.183 -1.736
H 1.215 1.627 -1.573
H 1.086 -0.023 -2.246
H 1.051 0.772 0.681
H 0.973 -0.887 0.152
H -1.429 2.338 -1.628
H -2.381 2.318 -3.900
H -5.139 0.254 -4.830
H -5.954 0.071 -7.112
H -2.146 -0.122 -8.611
H -1.176 -0.038 -6.382
H -2.484 -1.958 -3.815
H -1.317 0.709 2.401
H -2.250 -0.879 4.052
H -2.860 -3.175 3.357
H -3.732 -5.151 2.879
H -2.001 -5.573 2.854
H -3.191 -6.568 1.980
H -4.557 -3.353 -0.121
H -5.058 -4.867 0.611
H -5.141 -4.681 -2.014
H -4.442 -6.144 -1.325
H -3.394 -4.841 -1.911
C -4.639 1.154 6.725
C -3.722 0.078 7.295
C -3.111 0.445 8.656
O -2.035 1.359 8.589
C -2.400 2.726 8.556
N -2.698 -0.251 6.298
H -4.079 2.010 6.348
H -5.213 0.752 5.890
H -5.344 1.510 7.478
H -4.329 -0.818 7.454
H -2.692 -0.464 9.095
H -3.881 0.811 9.348
H -3.275 2.921 9.182
H -2.596 3.066 7.537
H -1.559 3.299 8.946
H -2.143 -1.032 6.638
H -2.040 0.524 6.267
C 6.075 2.385 -2.842
C 5.311 3.553 -2.245
C 5.878 4.932 -2.616
O 7.037 5.299 -1.896
C 8.258 4.820 -2.428
N 5.215 3.357 -0.795
H 7.032 2.218 -2.346
H 5.487 1.475 -2.720
H 6.263 2.527 -3.908
H 4.294 3.514 -2.650
H 5.128 5.686 -2.364
H 6.059 5.007 -3.696
H 8.244 4.815 -3.521
H 8.491 3.818 -2.061
H 9.048 5.493 -2.093
H 4.615 4.083 -0.412
H 6.126 3.552 -0.388
```

Properties
Structure (SMILES): CCOC(=O)CCCN1c2ccc(-c3ccncc3)cc2Sc2c1cccc2P(C)CC.COC[C@@H](C)N.COC[C@@H](C)N
Total charge: 0
Relative energy (zero: lowest compared OMol25 entry of this formula, charge and spin): 0.0 kcal/mol
Kohn-Sham gap: 8.1713 eV
Highest occupied orbital energy: -7.53 eV
E_LUMO: 0.641 eV

---

Formula: H20O10
Source: the Open Molecules 2025 dataset
Level of theory: ωB97M-V/def2-TZVPD

The geometry in XYZ format:
```
30
Properties=species:S:1:pos:R:3
H 0.190 -1.010 -0.712
H -0.322 -1.160 0.711
H -4.152 3.144 -1.905
H -3.161 2.352 -1.066
H 3.428 1.300 2.620
H 2.253 0.867 3.482
H -4.285 -2.342 2.034
H -5.077 -1.306 1.253
H 2.542 -1.704 -3.492
H 1.713 -2.952 -3.750
H 2.157 -2.451 3.854
H 1.935 -3.947 4.004
H -2.151 4.784 0.844
H -2.296 3.279 1.007
H 1.819 1.320 0.605
H 0.752 2.127 1.326
H -1.677 -1.598 -1.844
H -1.910 -0.579 -2.947
H 3.582 -0.274 -2.895
H 4.887 0.047 -2.186
O -0.366 -0.577 -0.055
O -3.379 2.573 -1.979
O 2.725 1.651 3.179
O -4.883 -2.250 1.284
O 1.690 -2.106 -3.288
O 2.586 -3.301 3.707
O -2.612 4.021 0.478
O 0.933 1.682 0.490
O -1.234 -0.899 -2.339
O 4.312 -0.689 -2.422
```

Properties
Structure (SMILES): O.O.O.O.O.O.O.O.O.O
Total charge: 0
Relative energy (zero: lowest compared OMol25 entry of this formula, charge and spin): 100.1 kcal/mol
Kohn-Sham gap: 9.8943 eV
Highest occupied orbital energy: -9.99 eV
E_LUMO: -0.098 eV